Here is a molecular structure, C28H21ClI2N5O3Sn in a non-equilibrium geometry from OMol25. Energies are from the ωB97M-V functional and the def2-TZVPD basis.

```
61
Properties=species:S:1:pos:R:3
Sn 0.4869 0.9940 -1.2970
O -1.2017 -1.9270 0.8262
C -2.5528 -1.7971 0.6341
C -3.3668 -2.8940 0.3881
C -4.7325 -2.7498 0.2170
C -5.3215 -1.5103 0.3702
C -4.5303 -0.4221 0.6756
C -3.1386 -0.5129 0.7738
C -2.4709 0.7763 1.0546
N -1.3364 1.2166 0.6907
C -0.9909 2.5351 1.2064
C 0.4443 2.5208 1.7144
N 1.3755 2.1952 0.6462
C 2.5786 2.6276 0.7718
C 3.7012 2.3245 -0.0723
C 4.9841 2.4166 0.4963
C 6.1044 2.0276 -0.1969
C 5.9658 1.5759 -1.5130
C 4.7280 1.5189 -2.1108
C 3.5619 1.8953 -1.4166
O 2.4027 1.9030 -2.0266
H -2.9332 -3.8783 0.3379
H -5.3323 -3.6175 -0.0200
H -6.3904 -1.3977 0.2622
H -4.9879 0.5483 0.8238
H -3.1135 1.4525 1.6332
H -1.6678 2.8283 2.0171
H -1.0644 3.2689 0.3973
H 0.5015 1.7624 2.5030
H 0.7020 3.4869 2.1605
H 2.8127 3.2463 1.6458
H 5.0790 2.7600 1.5201
H 7.0770 2.0642 0.2722
H 6.8437 1.2782 -2.0709
H 4.6053 1.1670 -3.1266
Cl -1.1980 -6.5462 2.6792
C -1.0682 -5.4034 1.4023
C -1.4012 -5.8811 0.0831
C -1.3122 -5.0810 -0.9929
I -1.7405 -5.7257 -2.9253
C -0.9338 -3.6742 -0.8813
O -0.9765 -2.9116 -1.8142
C -0.4800 -3.1533 0.5104
N 0.8808 -2.6345 0.3889
C 1.5394 -2.4678 1.4788
C 1.1013 -2.9095 2.7820
C 0.0677 -3.7663 2.8553
C -0.5809 -4.1606 1.6298
H -1.6903 -6.9181 -0.0228
H 2.5032 -1.9754 1.3701
H 1.6658 -2.6137 3.6536
H -0.2214 -4.2499 3.7783
I -2.5534 6.5568 -3.6274
C -1.2107 5.0650 -3.0955
C 0.1600 5.0691 -3.2732
N 0.6104 3.9101 -2.7753
N -0.3813 3.1589 -2.2879
C -1.5018 3.8445 -2.4766
H 0.8036 5.8134 -3.7080
H 1.5540 3.5264 -2.7330
H -2.4587 3.4444 -2.1863
```

Calculated values
Orbital gap, eV: 6.85
Net charge: +1
E_LUMO, eV: -3.91
HOMO, Ha: -0.395
Energy above the lowest of the compared OMol25 structures with the same formula, charge and spin, kJ/mol: 430.0



Here is a molecular structure, C5As2CrF27NO13S5 in a non-equilibrium geometry from OMol25. Energies are from the ωB97M-V functional and the def2-TZVPD basis.

```
54
Properties=species:S:1:pos:R:3
Cr -0.2434 0.0601 0.2027
As -0.0954 -2.1566 3.2850
F -0.0631 -1.3614 1.6325
F -0.4422 -3.6692 2.4892
F -0.2477 -2.9414 4.8561
F 0.2943 -0.5911 4.0079
F -1.7663 -1.7343 3.3492
F 1.5983 -2.4790 3.2394
As 3.5465 0.5779 0.9541
F 3.3552 2.0312 1.8519
F 3.6647 -0.3005 2.5078
F 3.6734 -0.8774 0.0588
F 3.4736 1.4870 -0.5387
F 5.3052 0.7458 1.0325
F 1.7481 0.2983 1.0123
C -0.1979 -4.1377 -1.1533
F 0.1243 -4.9806 -2.1209
F -1.4318 -3.6924 -1.2778
F -0.0883 -4.7907 -0.0021
S 1.0908 -2.6809 -1.1421
O 1.6483 -2.6738 0.1728
O 1.9759 -2.9358 -2.2355
N 0.1135 -1.1782 -1.2764
S -0.2187 -1.0809 -2.8722
O -0.4910 -2.3342 -3.5153
O -1.2422 -0.0803 -2.9633
C 1.3766 -0.3533 -3.6912
F 2.2578 -0.1047 -2.7383
F 1.9073 -1.2380 -4.5199
F 1.0836 0.7554 -4.3328
C -4.1565 -0.9832 -1.7573
F -5.3043 -1.6378 -1.5127
F -3.2178 -1.9003 -2.0008
F -4.3715 -0.2060 -2.8068
S -3.6751 0.0737 -0.2597
O -4.2650 -0.5253 0.9067
O -2.1943 0.1165 -0.2982
O -4.1990 1.3661 -0.6705
C -0.7268 2.8307 3.8822
F -0.5399 1.9416 4.8245
F -1.4674 3.8620 4.3038
F 0.4148 3.3342 3.4537
S -1.7497 2.0501 2.4605
O -2.0801 3.0887 1.5162
O -0.8375 1.0667 1.7917
O -2.8617 1.4625 3.1745
C 1.9840 3.5182 -2.0560
F 2.4115 2.4969 -2.8234
F 2.8946 3.8415 -1.1515
F 1.7923 4.5323 -2.9305
S 0.3561 3.1002 -1.2175
O 0.3896 1.6442 -0.9432
O 0.3572 3.8635 0.0066
O -0.6629 3.4799 -2.1649
```

Calculated values
Orbital gap (spin up / spin down), eV: 8.01 / 8.82
Net charge: -3
E_LUMO (spin up / spin down), eV: 5.32 / 6.11
HOMO (spin up / spin down), Ha: -0.099 / -0.100
2S+1: 4
Energy above the lowest of the compared OMol25 structures with the same formula, charge and spin, kJ/mol: 127.7



Here is a molecular structure, C38H41N6O2SbW from OMol25. Energies are from the ωB97M-V functional and the def2-TZVPD basis.

```
89
Properties=species:S:1:pos:R:3
W -0.7622 -0.6485 -0.0019
O 2.1683 1.4965 2.4858
C 2.1953 0.6777 3.5696
C 2.8799 1.0466 4.7232
C 2.9304 0.1941 5.8077
C 2.3022 -1.0499 5.7658
C 1.6263 -1.4205 4.6282
C 1.5507 -0.5665 3.5140
C 0.8171 -1.0314 2.3497
O 0.4386 -0.1522 1.4091
N 0.4787 -2.2751 2.1956
N -0.3132 -2.3680 1.0683
C -0.7724 -3.5386 0.7487
C -1.6787 -3.4906 -0.3554
C -2.3383 -4.6020 -0.8739
C -3.2661 -4.4215 -1.8735
C -3.5301 -3.1261 -2.3217
C -2.8463 -2.0624 -1.7896
N -1.8966 -2.2280 -0.8293
H 2.6796 2.2910 2.6822
H 3.3795 2.0077 4.7610
H 3.4676 0.4994 6.6958
H 2.3446 -1.7142 6.6165
H 1.1324 -2.3808 4.5782
H -0.5120 -4.4233 1.3141
H -2.1176 -5.5800 -0.4692
H -3.7959 -5.2659 -2.2923
H -4.2774 -2.9398 -3.0798
H -3.0371 -1.0515 -2.1116
N -4.8605 8.6430 1.3054
C -4.4962 7.5683 1.1338
C -4.0280 6.2220 0.9212
C -2.7632 5.8565 1.3717
C -2.3113 4.5634 1.1690
C -3.1180 3.6403 0.5102
C -4.3828 4.0078 0.0615
C -4.8398 5.2983 0.2691
C -2.6125 2.2557 0.3041
C -2.5925 1.3993 1.3836
C -3.0324 1.6565 2.7074
C -2.9697 0.4695 3.4039
C -2.5122 -0.4935 2.4937
N -2.2747 0.0320 1.2842
C -2.2111 1.8953 -1.0093
C -2.4311 2.6221 -2.1717
C -1.9168 1.8823 -3.2489
C -1.3579 0.7516 -2.7064
N -1.5098 0.7199 -1.3448
H -2.1414 6.5827 1.8763
H -1.3270 4.2753 1.5162
H -5.0174 3.2860 -0.4368
H -5.8236 5.5927 -0.0688
H -3.3832 2.6089 3.0716
H -3.2455 0.2924 4.4298
H -2.3699 -1.5504 2.6725
H -2.9099 3.5865 -2.2217
H -1.9352 2.1500 -4.2919
H -0.8517 -0.0523 -3.2189
C 3.3216 0.2734 -3.6888
C 2.0478 0.4208 -2.8608
C 1.9708 1.7975 -2.1979
Sb 1.6793 -1.0786 -1.3740
C 1.8143 -2.9913 -2.3061
C 0.6996 -3.1558 -3.3388
C 3.1749 -3.3085 -2.9273
C 3.2815 -1.0285 0.0468
C 4.5975 -0.5015 -0.5179
C 3.4803 -2.4065 0.6816
H 3.3438 1.0650 -4.4417
H 3.3780 -0.6743 -4.2203
H 4.2203 0.3824 -3.0849
H 1.1977 0.3117 -3.5372
H 2.8383 1.9801 -1.5611
H 1.0739 1.9330 -1.5874
H 1.9642 2.5779 -2.9616
H 1.6419 -3.6801 -1.4721
H 0.8763 -2.5150 -4.2064
H -0.2925 -2.9152 -2.9463
H 0.6667 -4.1834 -3.7067
H 3.3182 -2.7644 -3.8599
H 3.2273 -4.3721 -3.1700
H 4.0174 -3.0839 -2.2750
H 2.9208 -0.3253 0.8003
H 4.9724 -1.1137 -1.3392
H 5.3539 -0.5304 0.2702
H 4.5274 0.5287 -0.8644
H 3.9182 -3.1140 -0.0230
H 2.5647 -2.8495 1.0738
H 4.1813 -2.3169 1.5147
```

Calculated values
Orbital gap (spin up / spin down), eV: 6.30 / 6.40
Net charge: +2
E_LUMO (spin up / spin down), eV: -7.25 / -7.17
HOMO (spin up / spin down), Ha: -0.498 / -0.499
Energy above the lowest of the compared OMol25 structures with the same formula, charge and spin, kJ/mol: 20.6



Here is a single C9H12N2O molecule in a non-equilibrium geometry from OMol25. Energies are from the ωB97M-V functional and the def2-TZVPD basis.

```
24
Properties=species:S:1:pos:R:3
C -2.6025 1.6288 -1.5585
C -1.1890 1.7334 -1.9700
C -0.0506 1.2414 -0.8998
C -0.5152 1.8155 0.5152
N -0.8723 1.9702 1.6679
C 0.0083 -0.3696 -0.9903
C 0.6203 -0.7018 -2.4621
N 1.1614 -0.8672 -3.5399
C 1.0071 -1.0788 0.0638
C 0.4122 -1.2218 1.5651
C 1.3860 -0.3202 2.5209
O 0.6078 -2.5967 1.9895
H -3.1920 2.4662 -1.0503
H -3.0860 0.5898 -1.7445
H -0.8809 2.1663 -2.9945
H 0.9532 1.6635 -1.2693
H -1.0476 -0.8175 -0.9962
H 2.0465 -0.5944 0.0106
H 1.1512 -2.1678 -0.3213
H -0.6949 -0.8755 1.6468
H 0.9797 -0.4544 3.5952
H 1.4136 0.7797 2.2064
H 2.4362 -0.7663 2.4166
H -0.0412 -3.2041 1.5688
```

Calculated values
Orbital gap, eV: 6.50
SMILES: C=C[C@@H](C#N)[C@@H](C#N)C[C@H](C)O
E_LUMO, eV: -1.64
HOMO, Ha: -0.299
Energy above the lowest of the compared OMol25 structures with the same formula, charge and spin, kJ/mol: 808.4



Here is a molecular structure, C9H17N2O6Pt in a non-equilibrium geometry from OMol25. Energies are from the ωB97M-V functional and the def2-TZVPD basis.

```
35
Properties=species:S:1:pos:R:3
Pt -0.5792 -0.0225 1.3023
O 0.1552 -0.6981 5.4609
C -0.1594 -0.6369 4.1909
O -0.0591 0.3592 3.5050
C -0.6679 -1.9311 3.6246
O -1.4262 -1.5865 2.4731
C -1.8768 -2.6760 1.6286
C -1.5077 -2.4407 0.1776
O -1.7478 -3.2825 -0.6370
O -0.9298 -1.2829 -0.1106
H 0.4744 0.1632 5.7781
H -1.2786 -2.4400 4.3700
H 0.1813 -2.5720 3.3668
H -2.9631 -2.7194 1.6836
H -1.4562 -3.6261 1.9513
C -1.4029 2.7390 -1.8591
N -0.2861 1.8435 -2.1561
C -0.3333 1.2549 -3.4945
C 0.4012 1.2867 -1.1483
O -0.0962 1.4089 0.0425
N 1.5935 0.7355 -1.3943
C 2.4383 1.1868 -2.5017
C 2.2792 -0.1247 -0.4370
H -1.3983 3.5500 -2.5860
H -1.2994 3.1513 -0.8628
H -2.3543 2.2078 -1.9278
H -1.3317 0.8456 -3.6555
H 0.3812 0.4475 -3.5981
H -0.1423 2.0114 -4.2554
H 2.0493 2.1076 -2.9252
H 2.5253 0.4309 -3.2825
H 3.4348 1.3815 -2.1061
H 1.5721 -0.7221 0.1239
H 2.8927 0.4581 0.2530
H 2.9178 -0.8078 -0.9941
```

Calculated values
Orbital gap, eV: 8.81
Net charge: +1
E_LUMO, eV: -3.72
HOMO, Ha: -0.460
Energy above the lowest of the compared OMol25 structures with the same formula, charge and spin, kJ/mol: 0.0



Here is a molecular structure, BrH10O5 in a non-equilibrium geometry from OMol25. Energies are from the ωB97M-V functional and the def2-TZVPD basis.

```
16
Properties=species:S:1:pos:R:3
Br 0.0606 0.2337 0.0315
O 1.6063 -0.5629 -1.6739
H 1.6519 0.0254 -0.9202
H 0.7588 -0.3726 -2.0760
O -0.1850 2.5508 0.6824
H -0.1155 1.5961 0.6781
H -0.5616 2.7601 1.5372
O 0.8615 -2.1243 0.3737
H 0.8377 -1.2224 0.0540
H 0.9848 -2.0407 1.3192
O -1.4329 0.3638 2.0538
H -0.9642 0.4093 1.2205
H -1.8101 1.2366 2.1649
O -0.2787 -0.9696 -2.0810
H -1.0189 -1.5668 -1.9731
H -0.3948 -0.3164 -1.3911
```

Calculated values
Orbital gap, eV: 8.16
Net charge: -1
E_LUMO, eV: 3.62
HOMO, Ha: -0.167
Energy above the lowest of the compared OMol25 structures with the same formula, charge and spin, kJ/mol: 1016.3



Look up the energy above the lowest of the compared OMol25 structures with the same formula, charge and spin of the fifth one. 0.0 kJ/mol



Which value of energy above the lowest of the compared OMol25 structures with the same formula, charge and spin does entry 3 give? 20.6 kJ/mol



Copy entry 6 word for word.
Here is a molecular structure, BrH10O5 in a non-equilibrium geometry from OMol25. Energies are from the ωB97M-V functional and the def2-TZVPD basis.

```
16
Properties=species:S:1:pos:R:3
Br 0.0606 0.2337 0.0315
O 1.6063 -0.5629 -1.6739
H 1.6519 0.0254 -0.9202
H 0.7588 -0.3726 -2.0760
O -0.1850 2.5508 0.6824
H -0.1155 1.5961 0.6781
H -0.5616 2.7601 1.5372
O 0.8615 -2.1243 0.3737
H 0.8377 -1.2224 0.0540
H 0.9848 -2.0407 1.3192
O -1.4329 0.3638 2.0538
H -0.9642 0.4093 1.2205
H -1.8101 1.2366 2.1649
O -0.2787 -0.9696 -2.0810
H -1.0189 -1.5668 -1.9731
H -0.3948 -0.3164 -1.3911
```

Calculated values
Orbital gap, eV: 8.16
Net charge: -1
E_LUMO, eV: 3.62
HOMO, Ha: -0.167
Energy above the lowest of the compared OMol25 structures with the same formula, charge and spin, kJ/mol: 1016.3



Among the records above, which one has the lowest energy above the lowest of the compared OMol25 structures with the same formula, charge and spin? C9H17N2O6Pt